Entry 1:
Entry from the OMol25 dataset: C23H23BrIrN3OS as an isolated structure (the ωB97M-V functional and the def2-TZVPD basis).

## Properties
* <S²>: 0.844
* HOMO-LUMO gap (spin up / spin down): 5.74 / 5.54 eV
* calculated total energy: -4205.26437 a.u.

Geometry as ORCA input:
```
! wB97M-V def2-TZVPD RIJCOSX def2/J DEFGRID3
* xyz 3 2
Ir 0.665 -1.101 0.040
O 6.617 -1.960 1.058
C 5.376 -1.673 0.746
C 4.994 -0.744 -0.237
C 3.664 -0.536 -0.481
N 2.698 -1.193 0.201
C 3.089 -2.075 1.140
Br 1.590 -2.896 1.965
C 4.377 -2.365 1.460
H 7.274 -1.467 0.544
H 5.734 -0.204 -0.813
H 3.329 0.153 -1.244
H 4.641 -3.095 2.212
S -0.963 -2.336 -0.939
C -2.629 -1.748 -0.903
N -3.564 -2.657 -1.066
C -5.011 -2.358 -1.072
C -5.250 -1.054 -0.333
C -4.323 0.021 -0.868
N -2.933 -0.469 -0.790
H -3.273 -3.616 -1.191
H -5.513 -3.191 -0.585
H -5.353 -2.310 -2.107
H -5.079 -1.195 0.736
H -6.286 -0.747 -0.462
H -4.385 0.939 -0.287
H -4.552 0.259 -1.909
H -2.172 0.188 -0.738
C -0.934 0.982 4.671
C -0.173 2.114 4.356
C 0.210 2.316 3.059
C -0.131 1.362 2.037
C -0.979 0.258 2.384
C -1.348 0.067 3.686
C 0.420 1.591 0.794
C 0.559 0.728 -0.375
C 0.830 1.322 -1.664
C 1.013 0.500 -2.800
C 1.292 1.048 -4.031
C 1.372 2.434 -4.175
C 1.165 3.272 -3.082
C 0.895 2.729 -1.846
H -1.244 0.826 5.697
H 0.101 2.819 5.129
H 0.811 3.178 2.796
H -1.387 -0.381 1.611
H -1.994 -0.755 3.961
H 0.881 2.569 0.692
H 0.919 -0.575 -2.716
H 1.432 0.408 -4.891
H 1.587 2.862 -5.145
H 1.213 4.346 -3.204
H 0.730 3.408 -1.022
*
```

What are the Mulliken partial charges on each atom? They are as follows, in elementary charge units:
1. Ir 0.9108
2. O -0.4553
3. C 0.9627
4. C -0.6096
5. C -0.3246
6. N -0.4252
7. C 0.2626
8. Br -0.1227
9. C -0.4645
10. H 0.3441
11. H 0.3680
12. H 0.4227
13. H 0.4974
14. S -0.4533
15. C 0.8031
16. N -0.1823
17. C -0.5864
18. C -0.6132
19. C -0.5817
20. N 0.0120
21. H 0.2410
22. H 0.3835
23. H 0.3279
24. H 0.2887
25. H 0.3759
26. H 0.4012
27. H 0.3306
28. H -0.0463
29. C -0.2753
30. C -0.8138
31. C -0.7137
32. C 1.2711
33. C 0.1638
34. C -1.0371
35. C -0.3150
36. C 0.1114
37. C 1.0089
38. C -0.3049
39. C -0.8899
40. C -0.4117
41. C -1.0107
42. C -0.4421
43. H 0.4461
44. H 0.4640
45. H 0.4570
46. H 0.3808
47. H 0.4985
48. H 0.2918
49. H 0.3509
50. H 0.4559
51. H 0.4616
52. H 0.4597
53. H 0.3257

Entry 2:
Entry from the OMol25 dataset: one molecule with the formula C23H23BrN2O3 (the ωB97M-V functional and the def2-TZVPD basis).

## Properties
* HOMO-LUMO gap: 7.77 eV
* calculated total energy: -3799.51236 a.u.
* SMILES: CCN(CC)CCN1C(=O)c2oc3ccccc3c(=O)c2[C@H]1c1cccc(Br)c1

Geometry as ORCA input:
```
! wB97M-V def2-TZVPD RIJCOSX def2/J DEFGRID3
* xyz 0 1
C -2.740 -1.640 3.228
C -2.228 -0.803 2.058
N -2.705 0.562 2.156
C -4.107 0.753 1.820
C -4.854 1.412 2.978
C -1.823 1.585 1.669
C -1.522 1.585 0.146
N -0.584 0.574 -0.260
C -0.936 -0.523 -0.982
O -2.052 -0.809 -1.353
C 0.342 -1.267 -1.181
O 0.438 -2.414 -1.842
C 1.687 -2.953 -1.932
C 1.804 -4.157 -2.628
C 3.037 -4.757 -2.758
C 4.170 -4.169 -2.199
C 4.059 -2.982 -1.513
C 2.820 -2.352 -1.365
C 2.729 -1.076 -0.624
O 3.682 -0.510 -0.115
C 1.361 -0.600 -0.587
C 0.833 0.669 0.018
C 1.492 1.864 -0.635
C 2.505 2.553 0.016
C 3.139 3.612 -0.611
C 2.766 3.999 -1.886
C 1.755 3.303 -2.525
Br 1.229 3.816 -4.283
C 1.118 2.236 -1.919
H -2.316 -2.640 3.182
H -2.452 -1.177 4.168
H -3.822 -1.724 3.202
H -2.526 -1.278 1.110
H -1.135 -0.784 2.097
H -4.219 1.372 0.921
H -4.560 -0.216 1.601
H -4.773 0.800 3.872
H -5.905 1.534 2.727
H -4.432 2.390 3.195
H -2.272 2.550 1.912
H -0.877 1.513 2.214
H -1.127 2.567 -0.134
H -2.442 1.395 -0.412
H 0.914 -4.593 -3.053
H 3.123 -5.688 -3.297
H 5.131 -4.647 -2.307
H 4.917 -2.501 -1.069
H 1.022 0.700 1.098
H 2.811 2.249 1.005
H 3.931 4.142 -0.104
H 3.254 4.825 -2.380
H 0.338 1.699 -2.438
*
```

What are the Mulliken partial charges on each atom? They are as follows, in elementary charge units:
1. C -1.5329
2. C 0.0172
3. N 0.4508
4. C -0.6695
5. C -1.2981
6. C -1.1972
7. C -0.8801
8. N 0.5884
9. C -0.2225
10. O -0.6952
11. C 1.2006
12. O -0.5725
13. C 0.4178
14. C -0.6752
15. C -0.3141
16. C -0.7075
17. C -0.6716
18. C 0.1958
19. C 0.0628
20. O -0.6766
21. C 0.4998
22. C -0.4132
23. C 0.0000
24. C -0.1686
25. C -0.8824
26. C -0.3038
27. C -0.5103
28. Br -0.2065
29. C 0.0875
30. H 0.4670
31. H 0.3625
32. H 0.3004
33. H 0.1091
34. H 0.1967
35. H 0.3456
36. H 0.4813
37. H 0.2778
38. H 0.4435
39. H 0.2703
40. H 0.3350
41. H 0.4504
42. H 0.3730
43. H 0.5639
44. H 0.4668
45. H 0.4002
46. H 0.4041
47. H 0.4985
48. H 0.5276
49. H 0.4324
50. H 0.3926
51. H 0.4253
52. H 0.5530

Entry 3:
Entry from the OMol25 dataset: C23H23Cl2LiN7O2 as an isolated structure (the ωB97M-V functional and the def2-TZVPD basis).

## Properties
* HOMO-LUMO gap: 6.00 eV
* calculated total energy: -2352.14412 a.u.

Geometry as ORCA input:
```
! wB97M-V def2-TZVPD RIJCOSX def2/J DEFGRID3
* xyz -1 1
Li 0.087 0.068 -0.229
Cl 0.949 0.223 -6.903
C 0.582 0.703 -5.267
C 0.355 -0.282 -4.316
C 0.080 0.059 -2.990
N -0.131 -0.824 -1.951
C 0.086 -2.125 -1.989
O 0.480 -2.874 -2.902
C -0.232 -2.765 -0.643
C -0.292 -4.157 -0.561
C -0.552 -4.756 0.656
C -0.743 -3.946 1.770
C -0.670 -2.575 1.596
N -0.426 -1.988 0.428
C 0.048 1.441 -2.622
C 0.272 2.409 -3.601
C 0.534 2.042 -4.915
Cl 0.819 3.293 -6.093
N -0.197 1.690 -1.286
C 0.224 2.756 -0.632
O 0.859 3.761 -1.011
C -0.131 2.667 0.845
C -0.079 3.821 1.627
C -0.328 3.732 2.982
C -0.617 2.486 3.527
C -0.659 1.396 2.674
N -0.431 1.473 1.366
H 0.409 -1.324 -4.589
H -0.120 -4.722 -1.466
H -0.603 -5.834 0.745
H -0.941 -4.368 2.746
H -0.816 -1.909 2.442
H 0.265 3.452 -3.326
H 0.172 4.753 1.140
H -0.288 4.611 3.614
H -0.804 2.364 4.586
H -0.890 0.408 3.061
C 3.844 -0.728 2.731
N 4.394 -0.309 1.467
C 5.632 -0.982 1.114
C 3.499 0.062 0.450
N 2.240 -0.166 0.494
N 4.102 0.708 -0.602
C 5.070 1.763 -0.350
C 3.327 0.935 -1.806
H 4.629 -0.667 3.487
H 3.462 -1.759 2.718
H 3.036 -0.057 3.024
H 5.566 -2.057 1.323
H 6.471 -0.574 1.687
H 5.836 -0.853 0.055
H 1.988 -0.769 1.271
H 5.508 1.661 0.639
H 4.583 2.742 -0.419
H 5.865 1.724 -1.099
H 2.718 1.840 -1.732
H 2.674 0.088 -1.987
H 4.017 1.042 -2.646
*
```

What are the Mulliken partial charges on each atom? They are as follows, in elementary charge units:
1. Li 0.9396
2. Cl -0.2615
3. C 0.2198
4. C -0.7069
5. C -0.0288
6. N -0.2559
7. C 0.3357
8. O -0.8562
9. C 0.3940
10. C -0.7753
11. C -0.2437
12. C -0.8731
13. C 0.1384
14. N -0.0458
15. C -0.0729
16. C -0.3315
17. C 0.1209
18. Cl -0.2575
19. N -0.6217
20. C 0.3307
21. O -0.8372
22. C 0.2917
23. C -0.6889
24. C -0.2768
25. C -0.7832
26. C 0.0375
27. N -0.0546
28. H 0.5397
29. H 0.4562
30. H 0.4075
31. H 0.4052
32. H 0.2328
33. H 0.5058
34. H 0.4644
35. H 0.4070
36. H 0.4043
37. H 0.2415
38. C -1.2606
39. N 0.1743
40. C -1.1900
41. C 0.3610
42. N -0.1489
43. N 0.1600
44. C -1.1413
45. C -0.8620
46. H 0.2872
47. H 0.3832
48. H 0.4448
49. H 0.3660
50. H 0.3007
51. H 0.3854
52. H -0.0332
53. H 0.4068
54. H 0.3166
55. H 0.3082
56. H 0.3603
57. H 0.1412
58. H 0.3391

Entry 4:
Entry from the OMol25 dataset: C23H23Co2O8Si as an isolated structure (the ωB97M-V functional and the def2-TZVPD basis).

## Properties
* HOMO-LUMO gap: 6.49 eV
* calculated total energy: -4547.20778 a.u.

Geometry as ORCA input:
```
! wB97M-V def2-TZVPD RIJCOSX def2/J DEFGRID3
* xyz -1 1
C -1.953 -1.614 -0.323
C -2.310 -0.212 -0.170
C -1.369 0.791 -0.378
O -0.095 0.624 -0.567
Si 1.183 1.674 -0.033
C 2.456 0.388 0.364
C 1.572 2.714 -1.513
C 0.673 2.615 1.482
O -1.832 2.021 -0.217
C -3.270 1.922 0.134
C -3.556 0.432 0.235
H -2.782 -2.258 -0.011
H -1.708 -1.848 -1.371
H -1.071 -1.868 0.286
H 3.351 0.855 0.793
H 2.079 -0.353 1.083
H 2.748 -0.148 -0.548
H 2.369 3.426 -1.254
H 1.925 2.088 -2.344
H 0.696 3.282 -1.856
H 1.570 3.098 1.899
H -0.056 3.406 1.265
H 0.257 1.961 2.260
H -3.420 2.434 1.087
H -3.850 2.397 -0.660
H -4.408 0.150 -0.398
H -3.821 0.173 1.274
O -0.544 -6.136 3.143
C -0.463 -4.991 3.308
Co -0.343 -3.295 3.747
C 1.087 -2.948 2.747
O 2.016 -2.819 2.066
C -1.795 -2.528 3.156
O -2.791 -2.031 2.815
C -0.859 -3.490 5.662
C -2.032 -4.267 6.055
C -3.307 -3.966 5.534
C -4.316 -4.921 5.601
C -4.090 -6.133 6.259
C -2.912 -6.312 6.989
C -1.900 -5.357 6.941
C 0.447 -3.434 6.251
C 1.419 -4.273 6.629
Co -0.199 -1.850 5.891
C -1.500 -0.737 5.432
O -2.249 0.099 5.153
C 1.054 -1.084 4.886
O 1.845 -0.387 4.405
C 0.128 -1.150 7.487
O 0.400 -0.703 8.520
H -3.484 -2.986 5.082
H -5.269 -4.706 5.126
H -4.826 -6.933 6.213
H -2.761 -7.192 7.608
H -0.996 -5.431 7.551
H 2.286 -3.856 7.132
H 1.365 -5.344 6.416
*
```

What are the Mulliken partial charges on each atom? They are as follows, in elementary charge units:
1. C -1.3293
2. C 0.5313
3. C 0.7471
4. O -0.5238
5. Si 0.2960
6. C -0.6891
7. C -1.0335
8. C -0.9374
9. O -0.4530
10. C -0.4554
11. C -0.3324
12. H 0.3490
13. H 0.4334
14. H 0.0371
15. H 0.3357
16. H 0.0601
17. H 0.3023
18. H 0.3393
19. H 0.2785
20. H 0.2900
21. H 0.4044
22. H 0.2768
23. H 0.2959
24. H 0.2868
25. H 0.2243
26. H 0.2514
27. H 0.0354
28. O -0.4271
29. C 0.1129
30. Co 0.4240
31. C 0.0689
32. O -0.4647
33. C 0.0546
34. O -0.4474
35. C 1.0542
36. C 0.3980
37. C -0.1396
38. C -0.6236
39. C -0.4679
40. C -0.4850
41. C -0.6482
42. C -0.1778
43. C -0.8446
44. Co -0.0281
45. C 0.5359
46. O -0.3928
47. C 0.0239
48. O -0.4250
49. C 0.0098
50. O -0.4339
51. H 0.3313
52. H 0.3686
53. H 0.3536
54. H 0.3649
55. H 0.3679
56. H 0.2060
57. H 0.3103

The calculation returns the following energy above the lowest of the compared OMol25 structures with the same formula, charge and spin values, one per record and in order: 115.3 0.0 25.1 0.0 kJ/mol.